DFT (wB97M-V/def2-TZVPD) results for a structure of composition C6H15AsCrO6S4 at a distorted geometry.

XYZ file:
```
33
C6H15AsCrO6S4 (wB97M-V/def2-TZVPD)
Cr 4.917 10.562 5.258
O 5.074 10.540 7.304
S 6.262 9.677 7.372
O 7.344 10.349 8.106
O 6.588 9.571 5.875
O 5.962 8.384 7.883
C 7.003 13.218 6.138
O 6.394 12.263 5.201
C 6.851 12.149 3.866
S 7.932 13.187 3.181
S 5.937 10.859 3.197
H 7.706 13.832 5.579
H 7.508 12.597 6.883
H 6.182 13.804 6.502
C 4.079 5.442 3.999
As 4.446 6.982 5.113
C 3.868 6.425 6.896
C 6.414 6.796 5.322
S 3.677 8.713 4.226
H 3.876 5.749 3.011
H 3.171 4.890 4.290
H 4.951 4.816 4.037
H 2.841 6.073 6.980
H 3.970 7.401 7.477
H 4.654 5.779 7.274
H 6.795 7.588 5.919
H 6.872 6.853 4.324
H 6.581 5.799 5.706
C 3.567 12.962 4.536
O 3.371 11.698 5.035
H 3.361 13.092 3.420
H 4.590 13.326 4.701
H 2.932 13.605 5.105
```

Values from the calculation:
Spin multiplicity   4
Gap between HOMO and LUMO (spin up / spin down)   0.28326 / 0.29444 Eh
Energy above the lowest of the compared OMol25 structures with the same formula, charge and spin   1.35 kcal/mol
Net charge   -1
Strongest force on any atom   3.9 eV/A
Energy   -151354.9638 eV

DFT (wB97M-V/def2-TZVPD) results for a cluster of 3 separate species, C4H14O2S2 in total at a distorted geometry.

XYZ file:
```
22
C4H14O2S2 (wB97M-V/def2-TZVPD)
C -1.004 2.461 0.124
C -1.908 2.179 1.339
S -1.996 0.495 1.853
S 0.095 0.215 2.157
C 0.652 -0.597 0.712
C 1.493 -1.840 1.092
H -0.596 3.468 -0.053
H -1.598 2.109 -0.849
H -0.141 1.910 0.540
H -2.982 2.444 1.055
H -1.403 2.713 2.159
H -0.215 -1.026 0.163
H 1.372 0.037 0.156
H 2.648 -1.804 1.482
H 1.681 -2.246 0.038
H 0.743 -2.396 1.584
H -3.075 -1.136 -2.541
H -2.858 0.021 -1.660
O -2.383 -0.654 -2.073
H 4.378 -2.232 -1.894
H 3.603 -2.055 -3.185
O 3.493 -2.067 -2.201
```

Values from the calculation:
Spin multiplicity   2
Gap between HOMO and LUMO (spin up / spin down)   0.35250 / 0.21138 Eh
Energy above the lowest of the compared OMol25 structures with the same formula, charge and spin   49.84 kcal/mol
Net charge   +1
Strongest force on any atom   3.7 eV/A
Energy   -30130.3625 eV

DFT (wB97M-V/def2-TZVPD) results for a structure of composition C14H21BF6N8O5S2V at a distorted geometry.

XYZ file:
```
58
C14H21BF6N8O5S2V (wB97M-V/def2-TZVPD)
O -0.061 2.816 1.687
V 0.621 2.152 0.480
B -1.073 -0.252 0.377
F -1.273 -0.991 1.525
F -1.805 0.944 0.409
F 0.283 0.086 0.173
F -1.533 -0.926 -0.765
N -0.062 3.064 -1.205
S -0.347 2.754 -2.738
O 0.719 3.023 -3.663
O -1.691 2.749 -3.199
F -0.140 1.148 -2.554
S -0.089 4.761 -1.517
O -1.269 5.253 -2.124
O 1.229 5.247 -1.813
F -0.247 5.269 -0.012
C -4.684 -1.123 0.559
C -5.259 -0.025 1.325
N -5.715 0.811 1.964
H -3.719 -0.895 0.114
H -5.428 -1.329 -0.213
H -4.530 -2.026 1.149
C 4.752 0.624 -1.459
C 3.417 1.071 -1.111
N 2.353 1.374 -0.826
H 4.937 -0.312 -0.933
H 5.488 1.395 -1.246
H 4.700 0.449 -2.536
C 1.314 -2.816 1.684
C 2.355 -2.363 0.769
N 3.183 -1.973 0.075
H 0.298 -2.828 1.299
H 1.288 -2.116 2.521
H 1.588 -3.790 2.088
C 4.156 0.179 3.211
C 2.913 0.704 2.637
N 1.930 1.137 2.240
H 3.897 -0.464 4.052
H 4.790 0.986 3.569
H 4.662 -0.435 2.468
C 0.698 -1.775 -2.745
C 0.927 -3.163 -3.166
N 1.015 -4.253 -3.517
H -0.188 -1.377 -3.229
H 1.550 -1.239 -3.167
H 0.673 -1.793 -1.662
C -0.720 -0.789 4.725
C -0.492 -2.222 4.767
N -0.288 -3.350 4.813
H -0.887 -0.535 3.677
H 0.203 -0.277 5.002
H -1.516 -0.437 5.374
C -3.452 -0.056 -3.115
C -4.557 -0.947 -3.457
N -5.441 -1.646 -3.676
H -3.503 0.321 -2.095
H -3.444 0.825 -3.753
H -2.527 -0.616 -3.236
```

Values from the calculation:
Spin multiplicity   2
Gap between HOMO and LUMO (spin up / spin down)   0.29237 / 0.30915 Eh
Energy above the lowest of the compared OMol25 structures with the same formula, charge and spin   34.33 kcal/mol
Strongest force on any atom   8.4 eV/A
Energy   -101359.2662 eV

DFT (wB97M-V/def2-TZVPD) results for a structure of composition C6H20N3NiS at a distorted geometry.

XYZ file:
```
31
C6H20N3NiS (wB97M-V/def2-TZVPD)
C -2.015 -1.565 -4.044
Ni 1.241 0.907 -2.083
N 1.775 0.837 -3.951
H -0.220 1.546 -2.141
H -2.681 -1.956 -3.278
H -1.975 -2.022 -5.045
H -0.958 -1.399 -3.755
H -2.071 -0.396 -3.991
H 2.670 0.413 -3.669
H 1.764 1.868 -3.959
H 1.339 0.404 -4.778
C -0.275 1.925 3.665
C -0.596 1.496 2.252
N 0.660 1.425 1.513
C 0.813 0.563 0.478
S 2.182 1.261 -0.378
N 0.245 -0.690 0.607
C 0.544 -1.441 1.837
C -0.586 -2.382 2.230
H 0.575 1.352 4.068
H -1.127 1.729 4.323
H 0.006 2.986 3.762
H -1.035 0.506 2.187
H -1.228 2.224 1.748
H 1.121 2.331 1.337
H 0.228 -1.324 -0.204
H 1.443 -2.024 1.625
H 0.776 -0.731 2.631
H -0.631 -3.257 1.557
H -0.428 -2.732 3.264
H -1.554 -1.855 2.189
```

Values from the calculation:
Spin multiplicity   3
Gap between HOMO and LUMO (spin up / spin down)   0.14425 / 0.22445 Eh
Energy above the lowest of the compared OMol25 structures with the same formula, charge and spin   33.13 kcal/mol
Net charge   -1
Strongest force on any atom   3.7 eV/A
Energy   -62891.3644 eV

DFT (wB97M-V/def2-TZVPD) results for a structure of composition C34H37CoF6N5P2S at a distorted geometry.

XYZ file:
```
86
C34H37CoF6N5P2S (wB97M-V/def2-TZVPD)
Co 0.557 -0.349 0.279
S 4.440 5.695 2.146
N 3.088 5.529 1.292
C 2.722 4.293 1.402
C 1.586 3.790 0.659
C 0.750 4.519 -0.160
C -0.160 3.876 -0.919
C -0.384 2.541 -0.742
N 0.434 1.752 -0.036
C 1.336 2.389 0.722
C 2.230 1.605 1.524
N 1.981 0.248 1.500
C 2.810 -0.572 2.169
C 3.958 -0.170 2.843
C 4.262 1.174 2.779
C 3.379 2.051 2.135
C 3.622 3.497 2.115
N 4.657 4.141 2.602
H 0.917 5.547 -0.238
H -0.800 4.558 -1.436
H -1.162 2.046 -1.337
H 2.614 -1.640 2.101
H 4.586 -0.889 3.316
H 5.139 1.604 3.181
C -2.570 2.018 1.890
C -1.754 0.993 2.730
C -0.671 1.817 3.478
P -1.130 -0.369 1.724
C -1.211 -1.731 2.988
C -0.689 -3.037 2.318
C -0.451 -1.532 4.292
C -2.462 -0.853 0.526
C -3.777 -0.877 0.859
C -4.808 -1.119 -0.087
C -6.205 -0.797 0.261
C -4.379 -1.491 -1.379
C -3.021 -1.496 -1.759
C -2.021 -1.165 -0.776
N -0.731 -1.061 -1.021
C -0.240 -1.411 -2.317
C -0.545 -0.700 -3.509
C -1.330 0.621 -3.592
C 0.104 -1.142 -4.649
C 0.840 -2.339 -4.743
C 1.352 -2.810 -6.090
C 1.048 -3.022 -3.549
C 0.573 -2.548 -2.340
C 1.017 -3.275 -1.105
H -2.912 2.829 2.523
H -3.406 1.620 1.385
H -1.921 2.441 1.142
H -2.499 0.605 3.479
H -0.285 2.488 2.737
H 0.121 1.177 3.890
H -1.123 2.263 4.294
H -2.300 -1.884 3.149
H 0.385 -2.975 2.237
H -1.081 -3.227 1.280
H -0.870 -3.855 3.002
H 0.560 -1.130 4.116
H -0.348 -2.482 4.822
H -0.856 -0.834 5.043
H -4.043 -0.705 1.876
H -6.302 0.282 0.574
H -6.482 -1.432 1.161
H -6.817 -0.989 -0.582
H -5.107 -1.660 -2.111
H -2.774 -1.712 -2.792
H -1.891 0.811 -2.656
H -2.071 0.632 -4.292
H -0.711 1.548 -3.764
H 0.061 -0.577 -5.560
H 2.321 -3.278 -5.914
H 1.425 -1.988 -6.795
H 0.675 -3.584 -6.489
H 1.714 -3.883 -3.482
H 0.399 -4.072 -0.685
H 1.155 -2.602 -0.229
H 2.014 -3.673 -1.316
F 2.071 -0.701 -0.876
P 3.406 0.007 -1.745
F 2.847 1.435 -1.255
F 4.240 -0.157 -0.403
F 4.631 0.675 -2.556
F 3.863 -1.413 -2.235
F 2.410 0.092 -3.020
```

Values from the calculation:
Spin multiplicity   3
Gap between HOMO and LUMO (spin up / spin down)   0.27321 / 0.22253 Eh
Energy above the lowest of the compared OMol25 structures with the same formula, charge and spin   0.00 kcal/mol
Net charge   +1
Strongest force on any atom   3.6 eV/A
Energy   -126655.6979 eV

DFT (wB97M-V/def2-TZVPD) results for the ion C4H11N2O with charge -1 at a distorted geometry.

XYZ file:
```
18
C4H11N2O (wB97M-V/def2-TZVPD)
N 2.671 -1.141 1.100
C 1.258 -0.927 0.878
N 0.621 -0.825 -0.484
C -0.786 -0.544 -0.792
C -1.158 0.992 -1.203
C -1.684 1.744 0.130
O -1.894 3.083 0.150
H 3.268 -1.519 0.439
H 2.812 -1.551 2.092
H 0.598 -1.740 1.231
H 0.959 -0.086 1.460
H 1.216 -0.404 -1.162
H -1.181 -1.294 -1.516
H -1.436 -0.794 0.071
H -1.883 1.037 -2.063
H -0.201 1.434 -1.593
H -0.753 1.608 0.800
H -2.427 0.927 0.462
```

Values from the calculation:
SMILES string   NCNCCC[O-]
Gap between HOMO and LUMO   0.20999 Eh
Energy above the lowest of the compared OMol25 structures with the same formula, charge and spin   68.37 kcal/mol
Net charge   -1
Strongest force on any atom   3.6 eV/A
Energy   -9351.5254 eV

DFT (wB97M-V/def2-TZVPD) results for a structure of composition C3H4O3Sc at a distorted geometry.

XYZ file:
```
11
C3H4O3Sc (wB97M-V/def2-TZVPD)
O 0.288 0.655 -1.929
C -0.246 1.486 -0.963
C -0.216 0.886 0.406
O -0.159 -0.468 0.432
Sc 0.530 -1.180 -1.505
H -1.305 1.750 -1.188
H 0.291 2.455 -0.894
H -0.527 1.360 1.339
C 0.158 -1.352 1.654
O 0.704 -2.385 1.091
H 0.482 -3.208 1.556
```

Values from the calculation:
Spin multiplicity   2
Gap between HOMO and LUMO (spin up / spin down)   0.19773 / 0.36514 Eh
Net charge   +2
Strongest force on any atom   2.3 eV/A
Energy   -29995.7207 eV

DFT (wB97M-V/def2-TZVPD) results for the molecule C5H5FS at a distorted geometry.

XYZ file:
```
12
C5H5FS (wB97M-V/def2-TZVPD)
C -0.113 2.083 -0.889
C -0.289 0.861 -0.436
C 0.586 0.229 0.569
S 1.633 1.031 1.465
C 0.335 -1.211 0.813
C -0.447 -2.031 0.102
F 1.088 -1.675 1.812
H -0.686 2.496 -1.704
H 0.595 2.771 -0.447
H -1.153 0.214 -0.836
H -0.502 -3.083 0.282
H -1.046 -1.685 -0.731
```

Values from the calculation:
SMILES string   C=CC(=S)C(=C)F
Gap between HOMO and LUMO   0.28631 Eh
Energy above the lowest of the compared OMol25 structures with the same formula, charge and spin   20.46 kcal/mol
Strongest force on any atom   2.3 eV/A
Energy   -18816.6701 eV

DFT (wB97M-V/def2-TZVPD) results for the molecule C4H8O2.

XYZ file:
```
14
C4H8O2 (wB97M-V/def2-TZVPD)
C 0.479 1.436 1.301
O -0.129 0.191 1.055
C -0.297 -0.129 -0.309
C 0.862 -0.925 -0.906
C -1.606 -0.905 -0.399
O -1.871 -1.670 -1.292
H 0.551 1.542 2.386
H 1.490 1.498 0.873
H -0.127 2.264 0.901
H -0.454 0.798 -0.890
H 1.647 -0.280 -1.308
H 1.288 -1.566 -0.128
H 0.481 -1.557 -1.713
H -2.313 -0.697 0.430
```

Values from the calculation:
SMILES string   CO[C@@H](C)C=O
Gap between HOMO and LUMO   0.39607 Eh
Energy above the lowest of the compared OMol25 structures with the same formula, charge and spin   36.78 kcal/mol
Strongest force on any atom   0.5 eV/A
Energy   -8371.6870 eV

DFT (wB97M-V/def2-TZVPD) results for a cluster of 2 separate species, C3H9NS2 in total at a distorted geometry.

XYZ file:
```
15
C3H9NS2 (wB97M-V/def2-TZVPD)
C -2.346 0.295 3.327
C -2.561 1.098 2.269
N -1.488 1.787 1.688
H -1.358 0.038 3.712
H -3.051 -0.171 3.969
H -3.451 1.146 1.648
H -0.842 1.973 2.443
H -1.732 2.622 1.187
C 2.988 -0.557 -2.297
S 2.444 -0.847 -3.945
S 1.028 -2.208 -3.998
H 4.081 -0.272 -2.352
H 3.009 -1.425 -1.581
H 2.220 0.043 -1.772
H 1.059 -3.520 -4.297
```

Values from the calculation:
SMILES string   C=CN.CSS
Gap between HOMO and LUMO   0.32173 Eh
Energy above the lowest of the compared OMol25 structures with the same formula, charge and spin   55.68 kcal/mol
Strongest force on any atom   3.8 eV/A
Energy   -26415.2622 eV

DFT (wB97M-V/def2-TZVPD) results for a structure of composition C4H3F3O at a distorted geometry.

XYZ file:
```
11
C4H3F3O (wB97M-V/def2-TZVPD)
C -1.580 0.360 0.008
C 0.928 0.480 0.482
C -0.285 0.576 -0.526
C 0.918 -0.922 0.038
O -1.936 0.080 1.107
F -2.583 0.359 -0.981
F 0.311 -1.888 0.788
F 1.707 -1.349 -0.928
H 1.895 1.006 0.026
H 0.904 0.478 1.579
H -0.280 0.820 -1.593
```

Values from the calculation:
Gap between HOMO and LUMO   0.35119 Eh
Energy above the lowest of the compared OMol25 structures with the same formula, charge and spin   36.41 kcal/mol
Strongest force on any atom   3.3 eV/A
Energy   -14394.0521 eV

DFT (wB97M-V/def2-TZVPD) results for a cluster of 6 separate species, C14H43N5O8 in total at a distorted geometry.

XYZ file:
```
70
C14H43N5O8 (wB97M-V/def2-TZVPD)
N 1.075 2.025 3.746
H 2.062 1.800 3.856
H 0.835 3.008 3.675
H 0.553 1.545 4.481
H 0.740 1.550 2.870
N 0.347 0.307 1.080
O 1.404 0.965 1.136
O 0.175 -0.573 0.238
O -0.596 0.638 1.845
C -1.516 -2.335 -2.084
C -2.200 -2.651 -0.758
O -1.728 -3.839 -0.184
O -0.106 -2.343 -1.953
H -1.862 -1.351 -2.426
H -1.781 -3.113 -2.801
H -3.286 -2.684 -0.902
H -2.068 -1.791 -0.083
H -0.848 -3.634 0.149
H 0.144 -1.554 -1.456
C 1.183 -2.792 5.802
C 0.617 -2.641 4.405
C -0.672 -3.447 4.227
O -1.418 -2.881 3.177
C -2.565 -3.639 2.869
N 0.458 -1.201 4.074
H 2.126 -2.253 5.898
H 1.403 -3.840 6.024
H 0.490 -2.418 6.558
H 1.316 -3.011 3.653
H -1.286 -3.530 5.137
H -0.368 -4.468 3.943
H -3.304 -3.571 3.673
H -2.303 -4.677 2.629
H -2.995 -3.250 1.945
H 0.096 -1.165 3.123
H -0.325 -0.846 4.624
C 5.249 1.059 -2.602
C 4.019 1.799 -2.131
C 2.800 1.367 -2.917
O 2.931 1.742 -4.271
C 1.980 1.161 -5.132
N 3.777 1.619 -0.681
H 5.168 -0.031 -2.636
H 6.167 1.329 -2.086
H 5.380 1.331 -3.663
H 4.225 2.858 -2.300
H 1.928 1.868 -2.465
H 2.661 0.284 -2.780
H 1.008 1.023 -4.650
H 2.294 0.177 -5.502
H 1.899 1.842 -5.978
H 2.955 1.057 -0.479
H 3.522 2.510 -0.268
C -1.128 2.698 -3.246
C -1.593 3.143 -1.884
C -2.736 2.276 -1.360
O -3.772 2.140 -2.312
C -4.934 1.613 -1.743
N -0.457 3.072 -0.951
H -1.972 2.746 -3.945
H -0.820 1.651 -3.278
H -0.372 3.341 -3.697
H -1.910 4.188 -1.923
H -3.100 2.743 -0.433
H -2.350 1.277 -1.102
H -5.754 1.698 -2.460
H -5.265 2.186 -0.868
H -4.794 0.557 -1.488
H -0.085 2.125 -0.973
H -0.721 3.211 0.020
```

Values from the calculation:
Gap between HOMO and LUMO   0.30301 Eh
Energy above the lowest of the compared OMol25 structures with the same formula, charge and spin   23.84 kcal/mol
Strongest force on any atom   1.4 eV/A
Energy   -39040.2486 eV